Computed, not measured: a molecular structure, C36H29IrN9O6Se, with ωB97M-V with the def2-TZVPD basis set.

Calculated values
Molecular weight, g mol⁻¹: 954.86
DFT total energy, eV: -131678.1929
Spin multiplicity: 6
Kohn-Sham gap (alpha / beta), Ha: 0.2211 / 0.2139
LUMO level (alpha / beta), eV: -0.40 / -2.00
HOMO level (alpha / beta), eV: -6.41 / -7.82

Geometry as XYZ:
```
82
Properties=species:S:1:pos:R:3:forces:R:3:lowdin_charge:R:1
Ir 0.109313 0.939051 -0.989217 0.528 -0.114 0.174 1.209
O 1.551817 1.039701 4.503449 0.013 0.011 0.066 0.067
C 1.725405 2.365901 4.310024 -0.008 -0.045 0.007 -0.259
C 2.117288 3.133128 5.403659 -0.005 -0.025 0.021 -0.006
C 2.357153 4.483846 5.254059 -0.003 -0.021 -0.016 -0.070
C 2.222921 5.094142 4.009292 -0.003 0.006 0.007 -0.075
C 1.798599 4.347236 2.930343 0.001 0.011 0.010 -0.012
C 1.513591 2.986505 3.072359 0.046 0.114 -0.001 -0.081
C 1.035107 2.188786 1.936362 -0.045 -0.141 -0.063 -0.271
O 0.038257 2.638445 1.112990 0.059 -0.048 -0.030 -0.066
N 1.523176 1.024494 1.735756 0.044 0.136 0.160 0.091
N 1.079269 0.241882 0.674222 -0.160 -0.073 -0.157 -0.173
C 1.355005 -1.017243 0.839191 0.014 -0.015 -0.069 -0.047
C 1.118776 -2.107823 -0.047737 -0.034 0.100 -0.053 -0.139
C 1.277931 -3.394947 0.517437 0.000 -0.086 -0.005 -0.053
C 1.071875 -4.536992 -0.205775 0.015 0.042 0.055 -0.097
C 0.710251 -4.417346 -1.559573 -0.009 0.048 -0.042 -0.074
C 0.575850 -3.191326 -2.152889 0.000 -0.057 -0.008 -0.009
C 0.783294 -1.984413 -1.433345 0.124 -0.032 0.072 -0.354
O 0.703331 -0.867821 -2.071841 -0.365 0.039 0.006 -0.178
H 1.561527 0.611322 3.630782 0.002 0.012 0.001 0.073
H 2.247090 2.633576 6.354225 0.006 0.014 0.001 0.120
H 2.673600 5.065500 6.110300 0.002 -0.002 0.002 0.107
H 2.449373 6.144063 3.884761 -0.002 -0.003 0.004 0.103
H 1.706426 4.803271 1.953880 -0.011 -0.001 0.007 0.105
H 1.817779 -1.266860 1.790950 0.004 0.011 0.014 0.133
H 1.559802 -3.461337 1.562664 0.004 -0.005 -0.006 0.111
H 1.188279 -5.510328 0.249279 -0.003 0.005 0.007 0.098
H 0.539999 -5.311535 -2.147258 0.004 0.003 0.000 0.106
H 0.310205 -3.096642 -3.197846 0.004 0.005 0.003 0.111
C 1.723696 -0.752720 -7.979223 0.007 0.068 0.010 -0.068
O 0.538905 -0.332883 -8.645005 -0.038 -0.041 -0.038 -0.074
C -0.637562 -0.522748 -8.008472 -0.008 0.049 -0.003 -0.278
C -0.778415 -1.228415 -6.815043 0.050 -0.040 -0.003 -0.003
C -2.014661 -1.316172 -6.204393 -0.059 -0.003 -0.026 -0.007
C -3.135254 -0.670462 -6.755412 0.043 0.128 -0.046 -0.313
C -2.987883 -0.010401 -7.995021 0.021 -0.032 0.031 -0.021
C -1.765216 0.055716 -8.611712 0.051 -0.011 0.018 0.000
N -4.317736 -0.487766 -6.087866 -0.019 -0.188 0.028 0.054
N -4.480525 -1.097521 -4.936913 0.058 0.256 0.077 0.076
C -3.912597 -0.629568 -3.807173 -0.033 -0.111 -0.115 -0.247
C -4.072372 -1.420265 -2.656645 -0.009 -0.023 0.057 -0.002
C -3.325262 -1.229607 -1.499375 0.011 0.047 -0.069 0.007
C -2.333241 -0.267491 -1.469933 0.072 0.095 -0.057 -0.337
O -1.549440 -0.041673 -0.416126 -0.082 0.049 0.032 -0.225
C -2.161623 0.567593 -2.617800 -0.086 -0.073 -0.008 -0.144
N -1.131718 1.466272 -2.543849 -0.154 -0.030 0.003 -0.062
C -1.036898 2.425959 -3.440363 0.074 -0.078 -0.053 -0.111
C -1.937603 2.520879 -4.502965 0.006 0.030 -0.031 -0.014
C -2.890285 1.549694 -4.672203 -0.051 -0.083 0.043 0.021
C -3.008940 0.504013 -3.733698 0.039 0.031 0.050 -0.067
H 2.545693 -0.467391 -8.629132 -0.005 0.004 -0.003 0.092
H 1.736209 -1.835753 -7.841179 -0.004 -0.015 0.012 0.092
H 1.828043 -0.246676 -7.016346 -0.003 -0.035 0.005 0.082
H 0.075225 -1.688919 -6.339597 0.004 0.010 -0.002 0.105
H -2.104501 -1.845820 -5.266032 -0.013 -0.015 -0.004 0.112
H -3.855487 0.471629 -8.426755 -0.006 -0.006 0.002 0.113
H -1.633825 0.579516 -9.549257 -0.007 0.001 0.003 0.120
H -4.773454 -2.241704 -2.721088 -0.007 0.011 -0.010 0.115
H -3.475421 -1.860491 -0.633881 0.018 0.001 0.012 0.121
H -0.222077 3.125118 -3.323131 0.038 0.007 0.005 0.094
H -1.841353 3.337333 -5.203566 0.000 -0.007 -0.004 0.114
H -3.565718 1.592820 -5.512201 -0.011 0.003 -0.019 0.113
Se 2.084056 2.141051 -1.644858 -0.011 0.135 -0.094 0.674
C 2.061810 1.768396 -3.458100 -0.032 -0.027 0.024 -0.762
N 2.049265 1.549605 -4.590811 -0.010 0.019 0.033 0.066
C -1.353904 6.906238 -0.266545 -0.008 -0.001 -0.015 -0.012
N -1.536083 5.716055 0.550295 0.034 -0.023 0.037 -0.059
C -2.780364 5.481652 1.142612 -0.033 0.022 -0.004 -0.068
C -2.989213 4.311411 1.838706 0.006 -0.043 -0.018 -0.039
C -1.970707 3.407450 2.009290 -0.203 0.000 -0.021 -0.285
N -0.686922 3.766929 1.548847 0.086 0.042 0.011 0.069
C -0.510126 4.825701 0.614245 0.047 0.069 -0.014 -0.433
O 0.525757 4.922739 -0.006554 -0.032 -0.015 -0.001 0.067
N -2.021634 2.257457 2.780643 0.049 -0.052 0.015 0.154
H -1.820978 7.752968 0.234038 -0.003 -0.007 0.009 0.092
H -1.807206 6.774481 -1.250400 0.004 -0.001 -0.003 0.099
H -0.292214 7.091360 -0.389208 0.006 0.002 -0.006 0.090
H -3.536380 6.226914 0.964603 0.001 0.000 0.019 0.110
H -3.955371 4.113702 2.279587 0.000 -0.007 -0.008 0.114
H -2.966876 1.982775 3.002603 0.006 0.040 0.037 0.103
H -1.521060 1.472635 2.385234 -0.023 -0.039 -0.063 0.090
```
Positions in Å, forces in eV/Å.

Computed, not measured: a molecular structure, C36H29MoN9O3 in a non-equilibrium geometry, with ωB97M-V with the def2-TZVPD basis set.

Calculated values
Molecular weight, g mol⁻¹: 731.63
DFT total energy, eV: -59199.9488
Kohn-Sham gap (alpha / beta), Ha: 0.1855 / 0.1854
LUMO level (alpha / beta), eV: -7.63 / -7.63
Net charge: +2
HOMO level (alpha / beta), eV: -12.68 / -12.68

Geometry as XYZ:
```
78
Properties=species:S:1:pos:R:3:forces:R:3:lowdin_charge:R:1
Mo 0.262487 0.012053 -0.222938 -0.858 0.458 -0.403 1.725
C -4.196564 2.546305 -2.100725 -0.014 0.006 0.030 -0.063
C -3.998421 1.224854 -2.475293 0.022 -0.036 -0.008 -0.060
C -3.195983 0.393543 -1.704377 -0.154 0.174 0.026 -0.041
C -2.616556 0.905029 -0.553658 0.224 -0.168 0.307 -0.309
C -2.812462 2.220996 -0.156171 -0.214 0.054 -0.210 -0.023
C -3.609139 3.041529 -0.943573 0.047 -0.022 0.061 -0.050
N -1.711114 0.086786 0.207469 0.876 0.468 -1.570 -0.090
C -2.080447 -0.366550 1.446671 0.026 -0.215 0.240 -0.222
C -3.390062 -0.309089 1.951739 0.268 -0.077 0.152 0.030
C -3.635671 -0.820140 3.210975 0.175 0.089 -0.300 -0.013
C -2.603662 -1.376785 3.979142 0.479 -0.175 0.201 -0.033
C -1.301902 -1.436297 3.514675 -0.646 -0.051 0.440 0.020
C -1.043810 -0.935427 2.243922 -0.131 0.002 -0.555 -0.202
N 0.194909 -0.892763 1.627292 0.905 -0.263 2.172 -0.104
N 1.258026 -1.209270 2.278267 -1.732 0.279 -0.682 0.175
C 2.403762 -0.922525 1.571857 1.188 0.009 -0.275 -0.301
C 3.638432 -1.221488 2.163631 -0.664 -0.044 0.076 0.039
C 4.796730 -0.915173 1.491891 0.180 0.167 -0.346 -0.001
C 4.721026 -0.307803 0.232822 0.088 -0.171 0.351 -0.005
C 3.479717 -0.032508 -0.289419 -0.151 0.021 -0.091 -0.102
N 2.337387 -0.340678 0.349421 0.126 0.468 -0.228 -0.038
H -4.819684 3.190342 -2.704238 -0.026 0.014 -0.022 0.114
H -4.478219 0.835916 -3.362737 -0.002 0.002 -0.034 0.113
H -3.042089 -0.642745 -1.976944 0.003 -0.022 0.000 0.104
H -2.347472 2.594305 0.747927 0.027 -0.014 0.013 0.123
H -3.773910 4.067961 -0.646742 -0.006 0.029 -0.016 0.116
H -4.176348 0.124626 1.352295 -0.037 0.011 -0.014 0.128
H -4.637078 -0.794877 3.615927 -0.049 0.011 -0.008 0.126
H -2.832422 -1.769949 4.959539 0.011 0.009 0.024 0.121
H -0.511428 -1.850659 4.122309 0.051 -0.030 -0.037 0.123
H 3.636095 -1.678845 3.142297 0.039 -0.003 0.021 0.132
H 5.755547 -1.132280 1.941279 0.037 -0.001 -0.019 0.131
H 5.610762 -0.042263 -0.317480 0.032 0.014 -0.012 0.126
H 3.362845 0.450932 -1.253217 0.023 -0.002 0.069 0.121
O 2.026080 5.352460 0.479290 0.060 -0.090 -0.438 0.093
C 1.601880 4.949968 1.673476 0.118 0.103 0.535 -0.250
C 1.709647 5.886294 2.719749 -0.087 -0.374 -0.366 0.010
C 1.314982 5.547550 3.987990 -0.104 -0.219 0.081 -0.044
C 0.809970 4.266506 4.267038 0.054 -0.022 -0.189 -0.065
C 0.714983 3.342442 3.250792 -0.113 0.067 0.509 -0.028
C 1.097891 3.655575 1.941116 0.267 0.205 -0.285 -0.086
C 0.938892 2.659961 0.891794 -0.163 1.073 0.207 -0.388
O 0.404747 1.522504 1.195986 0.084 -1.458 -0.314 -0.170
N 1.221456 2.955994 -0.354852 0.032 -0.413 -0.297 0.083
N 0.842655 1.909710 -1.150261 -0.091 -0.397 0.115 -0.105
C 0.871306 2.072612 -2.426274 -0.074 -0.198 -0.004 -0.035
C 0.389332 0.969920 -3.229751 0.124 0.229 0.354 -0.241
C 0.273894 1.078418 -4.608226 -0.174 -0.444 -0.023 0.021
C -0.255878 0.007871 -5.315512 0.179 0.397 0.042 -0.008
C -0.640913 -1.117521 -4.613360 -0.046 -0.289 0.408 -0.014
C -0.483974 -1.157699 -3.234246 -0.010 0.095 -0.294 -0.114
N 0.029222 -0.140462 -2.527627 -0.054 0.258 0.404 0.011
H 1.916646 4.624932 -0.164848 -0.042 0.177 0.025 0.074
H 2.110007 6.862833 2.490864 0.003 0.026 -0.043 0.128
H 1.399017 6.281200 4.778299 -0.012 -0.024 0.044 0.118
H 0.501365 4.013061 5.270540 0.000 -0.025 0.008 0.108
H 0.331795 2.350740 3.450577 -0.027 0.000 0.025 0.110
H 1.200344 3.006184 -2.869385 -0.021 0.001 0.092 0.149
H 0.581246 1.986588 -5.104978 0.016 0.043 0.014 0.132
H -0.366282 0.066176 -6.388863 -0.018 -0.043 -0.029 0.129
H -1.064802 -1.980114 -5.107571 -0.007 0.026 -0.043 0.125
H -0.791285 -2.033900 -2.685481 -0.024 0.025 -0.070 0.097
N 1.312262 -7.203653 -1.218509 0.034 0.071 -0.024 0.199
C 0.163655 -6.501843 -1.160140 -0.133 -0.044 -0.036 -0.487
O -0.939481 -6.984990 -1.275615 0.017 0.032 0.001 0.102
C 0.275550 -4.999635 -0.960723 0.128 -0.106 -0.011 -0.080
C -0.879647 -4.336730 -0.573178 -0.027 0.080 0.052 0.050
C -0.846755 -2.970080 -0.407808 -0.087 -0.016 0.053 -0.103
N 0.259684 -2.241490 -0.628632 0.195 0.442 0.231 -0.081
C 1.375690 -2.875663 -1.017641 -0.139 -0.245 -0.096 -0.099
C 1.421397 -4.250021 -1.189533 -0.016 0.293 -0.004 0.033
H 1.246910 -8.200779 -1.348229 -0.001 -0.011 0.019 0.133
H 2.208244 -6.807286 -1.006017 0.028 -0.034 0.021 0.101
H -1.790791 -4.896102 -0.415062 -0.004 -0.030 0.001 0.139
H -1.724330 -2.417109 -0.103044 -0.031 -0.061 -0.013 0.110
H 2.242681 -2.265151 -1.221338 0.014 -0.020 -0.006 0.108
H 2.347400 -4.686358 -1.534616 0.006 -0.068 -0.005 0.124
```
Positions in Å, forces in eV/Å.

Computed, not measured: a molecular structure, C36H29N8O2S2Ta in a non-equilibrium geometry, with ωB97M-V with the def2-TZVPD basis set.

Calculated values
Molecular weight, g mol⁻¹: 850.76
DFT total energy, eV: -77031.2791
Kohn-Sham gap, Ha: 0.2100
LUMO level, eV: -6.67
Net charge: +2
HOMO level, eV: -12.38

Geometry as XYZ:
```
78
Properties=species:S:1:pos:R:3:forces:R:3:lowdin_charge:R:1
Ta 0.149637 -0.102198 0.138901 0.067 0.330 -1.079 1.817
N 1.386270 0.430599 4.192933 -0.018 -0.014 0.028 0.147
C 1.501231 0.337927 2.873101 0.154 -0.263 -0.373 -0.783
S 1.142238 -1.236020 2.138470 -0.266 0.359 -0.868 0.731
N 1.900409 1.348916 2.173118 0.249 0.882 0.597 0.014
N 1.900557 1.158594 0.827153 -0.501 -0.636 -0.508 -0.110
C 2.792970 1.761637 0.098107 -0.250 -0.174 0.591 -0.135
C 3.820292 2.660266 0.646330 0.157 0.083 0.155 -0.175
C 5.163534 2.459592 0.306174 -0.178 -0.133 0.042 -0.035
C 6.150382 3.257997 0.855489 0.094 0.012 -0.002 -0.050
C 5.812319 4.272455 1.738572 -0.045 0.017 -0.033 -0.044
C 4.481852 4.483489 2.077948 0.058 0.033 -0.009 -0.048
C 3.490624 3.678856 1.547938 -0.058 -0.004 -0.214 -0.021
C 2.751491 1.409073 -1.325598 0.167 0.180 -0.519 -0.214
C 3.516624 2.067174 -2.280948 -0.061 -0.034 0.186 0.028
C 3.461535 1.644921 -3.600905 -0.121 -0.122 -0.125 0.000
C 2.635226 0.584855 -3.933184 0.136 0.187 0.006 -0.008
C 1.872464 0.005402 -2.931989 -0.154 -0.262 -0.083 -0.103
N 1.921119 0.409008 -1.667017 -0.822 -0.297 0.874 0.042
H 1.123726 -0.366767 4.743976 -0.043 0.013 0.035 0.109
H 1.541002 1.319239 4.642673 0.054 -0.008 0.004 0.132
H 5.438559 1.643713 -0.349900 0.034 0.009 -0.040 0.122
H 7.186026 3.084972 0.596195 -0.005 -0.010 0.010 0.117
H 6.583489 4.903800 2.158976 0.005 -0.020 0.013 0.118
H 4.221950 5.276580 2.765738 -0.031 0.001 -0.016 0.116
H 2.459408 3.858854 1.810675 -0.070 -0.071 0.068 0.110
H 4.141983 2.898695 -1.994410 0.005 0.004 0.047 0.128
H 4.051946 2.137860 -4.361468 0.023 0.021 0.027 0.130
H 2.568543 0.223993 -4.949509 -0.019 -0.059 0.024 0.126
H 1.199707 -0.816189 -3.149187 0.033 0.046 0.013 0.113
O -0.911801 3.041569 2.321822 -0.163 -0.324 -0.056 0.168
C -0.854431 2.398867 1.316566 0.203 1.157 0.063 -0.543
O -0.966062 1.079320 1.228642 -0.241 -0.771 0.009 -0.237
C -0.649323 3.036386 -0.034064 0.023 0.107 -0.077 -0.204
C -0.933589 4.372752 -0.245905 0.045 -0.070 0.021 0.044
C -0.788081 4.874155 -1.530801 0.000 -0.011 -0.061 0.000
C -0.364142 4.023034 -2.541898 -0.025 0.030 0.073 -0.006
C -0.076491 2.704563 -2.231764 0.076 -0.156 -0.076 -0.097
N -0.212468 2.220629 -0.998787 0.061 -0.581 0.745 0.040
H -1.264962 4.982836 0.582718 -0.003 -0.014 0.010 0.139
H -1.013438 5.910597 -1.743000 0.010 0.001 -0.005 0.129
H -0.256141 4.371082 -3.559293 0.005 -0.006 -0.003 0.123
H 0.258336 2.007378 -2.990543 0.009 0.064 -0.012 0.111
C -3.911692 0.844058 -2.035632 0.056 -0.080 -0.006 -0.014
C -3.966954 -0.118801 -3.036125 0.002 0.036 0.052 -0.010
C -2.973464 -1.076027 -3.105145 0.006 -0.033 0.011 0.026
C -1.928054 -1.059711 -2.183866 -0.267 0.104 -0.087 -0.207
N -1.857079 -0.084807 -1.259846 0.944 -0.138 0.363 0.007
C -2.831359 0.825275 -1.180496 -0.103 0.164 -0.033 -0.136
C -0.857402 -2.062874 -2.124109 0.132 -0.063 0.082 -0.215
C -0.838447 -3.186438 -2.944619 -0.006 0.013 -0.033 -0.007
C 0.201166 -4.100009 -2.853746 0.064 -0.043 0.019 -0.038
C 1.228680 -3.895028 -1.944681 -0.090 0.013 -0.035 -0.048
C 1.194465 -2.783093 -1.114533 0.200 0.162 0.268 -0.134
C 0.159660 -1.846130 -1.178469 -0.250 -0.044 0.320 -0.309
H -4.682303 1.592909 -1.925528 0.023 0.026 0.005 0.123
H -4.782310 -0.120914 -3.747052 0.006 -0.034 -0.009 0.127
H -3.010004 -1.834162 -3.872787 0.005 -0.023 0.026 0.117
H -2.738613 1.563819 -0.396654 -0.015 -0.003 -0.032 0.108
H -1.631383 -3.374764 -3.655614 -0.004 0.033 -0.006 0.113
H 0.207557 -4.977210 -3.486713 -0.014 0.026 -0.027 0.120
H 2.047097 -4.598841 -1.875348 -0.011 -0.017 0.015 0.119
H 1.999405 -2.648294 -0.397355 0.018 -0.019 -0.046 0.085
N -5.709096 -3.791976 3.505513 -0.017 0.132 -0.281 0.107
C -4.399015 -3.741108 3.771410 0.110 -0.315 0.701 -0.840
S -3.730641 -4.289005 5.171062 -0.079 0.078 -0.222 0.734
C -3.524062 -3.064570 2.782598 0.051 0.268 -0.284 -0.228
C -3.890512 -1.853889 2.199185 0.038 -0.177 0.042 0.020
C -2.973022 -1.184249 1.410903 -0.073 0.140 -0.007 -0.108
N -1.758589 -1.659398 1.143107 0.775 0.555 -0.238 -0.022
C -1.429210 -2.851751 1.655146 -0.060 -0.210 -0.098 -0.165
C -2.263705 -3.573221 2.479284 -0.099 -0.018 -0.053 -0.005
H -6.323959 -4.206369 4.186501 0.000 -0.051 0.029 0.111
H -6.078859 -3.585013 2.592841 -0.002 0.014 0.003 0.115
H -4.855399 -1.406943 2.395867 0.017 0.034 0.019 0.126
H -3.225057 -0.217818 0.998143 0.037 -0.015 0.082 0.094
H -0.453517 -3.242118 1.398735 -0.018 -0.012 -0.021 0.078
H -1.944841 -4.513694 2.904780 0.032 0.003 -0.001 0.115
```
Positions in Å, forces in eV/Å.

Q: Among the records above, which one has the lowest DFT total energy?
A: C36H29IrN9O6Se

Q: Which of these has the lowest DFT total energy?
A: C36H29IrN9O6Se

Q: The highest molecular weight belongs to which entry?
A: C36H29IrN9O6Se